Entry 1:
ORCA calculation (ωB97M-V/def2-TZVPD) on a structure of composition C24H32AsO3PSSeSiSm at a distorted geometry.

```
65
Properties=species:S:1:pos:R:3
Sm -0.8074 -0.0822 0.7901
S -1.6780 1.5995 -1.0605
C -1.2533 1.5344 -2.7436
C -1.9806 2.1525 -3.7548
C -1.5819 2.1020 -5.0517
C -0.4280 1.4888 -5.4509
C 0.3371 0.8151 -4.5210
C -0.0987 0.8263 -3.1858
As 0.9601 0.0791 -1.7735
C 2.4507 -0.7460 -2.7655
C 3.6094 0.0723 -2.8394
C 4.7370 -0.4727 -3.4282
C 4.6894 -1.7714 -3.9099
C 3.5810 -2.6133 -3.7656
C 2.4112 -2.0377 -3.2432
C -0.0062 -1.6367 -1.2290
C 0.6120 -2.3953 -0.2020
C -0.1926 -3.3505 0.4667
C -1.5292 -3.5182 0.1367
C -2.0764 -2.8357 -0.9582
C -1.2951 -1.9433 -1.6097
H -2.9659 2.5520 -3.4815
H -2.2342 2.4740 -5.8747
H -0.2040 1.4674 -6.4779
H 1.2123 0.2558 -4.7780
H 3.4229 1.1024 -2.4289
H 5.6366 0.1291 -3.5168
H 5.6143 -2.1915 -4.1491
H 3.5985 -3.6105 -4.1120
H 1.5455 -2.6621 -3.3189
H 1.6117 -2.2636 0.1770
H 0.1697 -3.9759 1.2691
H -2.1694 -4.1275 0.7218
H -3.1308 -2.9629 -1.1124
H -1.7537 -1.3398 -2.4083
C -3.6835 -2.0193 5.0338
Si -2.4670 -1.1765 4.0220
C -1.8729 0.3823 4.8387
C -1.0320 -2.4644 3.8872
Se -3.1366 -0.4914 2.0830
H -3.2774 -2.0845 6.1138
H -3.9953 -2.9958 4.7567
H -4.6272 -1.3744 5.0885
H -2.8713 0.9715 4.7801
H -1.2759 1.1561 4.3763
H -1.5681 0.2610 5.8997
H -0.6269 -2.4668 4.8956
H -0.3130 -2.2143 3.1092
H -1.4231 -3.4928 3.7505
C 2.4338 0.8639 2.0836
O 1.0179 0.9951 2.2306
P 0.4987 2.6293 2.5520
O -0.9276 2.2029 1.9025
C -1.7950 3.2574 1.4015
O 1.1135 3.3400 1.2327
C 1.6153 4.7128 1.2950
H 2.8899 0.6623 1.0820
H 2.7965 0.0100 2.6696
H 2.8957 1.7924 2.4394
H -1.2885 3.9818 0.9007
H -2.3534 3.8858 2.4695
H -2.5788 2.5999 0.8090
H 2.4855 4.7753 1.9529
H 0.7541 5.2954 1.6987
H 1.7986 4.8911 0.2349
```

## Properties
- frontier orbital gap (alpha / beta) (eV) = 6.66 / 7.45
- F_max (eV/Å) = 7.058
- total charge = +1
- lowest unoccupied orbital energy (alpha / beta) (eV) = -3.940 / -3.169
- 2S+1 = 6
- ⟨S²⟩ = 8.77

---

Entry 2:
ORCA calculation (ωB97M-V/def2-TZVPD) on a structure of composition C24H32B2Ba2Br16O16 at a distorted geometry.

```
92
Properties=species:S:1:pos:R:3
Ba 4.7048 -3.4603 2.5430
Ba -0.8887 5.2571 1.7210
O 6.1684 0.9743 4.9268
C 5.1169 1.1224 4.4219
O 4.4233 2.2124 4.2372
B 3.1748 1.9398 3.5229
O 3.1661 0.4723 3.3533
C 4.3134 -0.0190 3.7685
O 4.6012 -1.1862 3.7055
O 3.0747 2.7113 2.2669
C 2.0376 3.4423 2.3277
O 1.6134 4.1619 1.4590
C 1.3085 3.2223 3.6561
O 2.0050 2.3600 4.3181
O 0.2901 3.7317 3.9792
O -1.0049 2.6371 1.0789
C -0.5381 1.6146 0.6822
O 0.3334 0.8825 1.3214
B 0.7416 -0.2563 0.4308
O -0.0795 -0.1162 -0.7432
C -0.8859 0.9078 -0.6400
O -1.7698 1.2093 -1.3640
O 0.5775 -1.5227 1.1862
C 1.7437 -2.0595 1.3548
O 1.9806 -3.1255 1.8697
C 2.7841 -1.1634 0.6877
O 2.1912 -0.1965 0.0864
O 3.9618 -1.2990 0.9260
Br -2.5079 -1.5244 -5.5907
C -1.6724 -2.7951 -4.3208
C -1.0897 -1.9585 -3.2038
Br -0.1535 -3.1091 -1.9396
H -0.9424 -3.3382 -4.9136
H -2.4146 -3.5146 -3.9906
H -1.9235 -1.3770 -2.8003
H -0.4854 -1.1558 -3.6156
Br 2.6640 2.5890 -1.9200
C 2.0538 1.9059 -3.6757
C 2.0771 0.3903 -3.6370
Br 1.3157 -0.2855 -5.2932
H 2.6885 2.3341 -4.4391
H 1.0162 2.2043 -3.7704
H 1.4721 -0.0270 -2.8403
H 3.1088 0.0521 -3.5988
Br -0.5267 3.0696 -5.9286
C -2.4580 2.5631 -5.8350
C -2.8020 2.5560 -4.3707
Br -4.7013 2.1373 -4.2585
H -2.6300 1.5910 -6.2898
H -2.9835 3.3009 -6.4278
H -2.6753 3.5610 -3.9692
H -2.2681 1.8914 -3.7009
Br -6.7164 0.8290 -1.5079
C -6.2093 2.4360 -0.4587
C -4.7771 2.7066 -0.8817
Br -4.0275 4.2263 0.1201
H -6.2737 2.1702 0.5901
H -6.8953 3.2410 -0.6917
H -4.6660 2.9143 -1.9394
H -4.1341 1.8762 -0.6138
Br -1.3815 0.4315 5.7326
C -0.1184 -0.7797 4.8820
C 1.0424 -1.0799 5.8314
Br 1.9139 -2.7321 5.1695
H 0.1910 -0.3300 3.9463
H -0.6258 -1.7202 4.6759
H 0.6671 -1.3037 6.8189
H 1.7685 -0.2884 5.7144
Br -5.2589 -2.2014 -2.2508
C -4.6721 -2.5177 -0.4181
C -3.9383 -1.2472 -0.0556
Br -2.9151 -1.4292 1.6248
H -4.0786 -3.4267 -0.3958
H -5.5026 -2.6764 0.2663
H -4.6327 -0.4360 0.1256
H -3.2307 -0.9876 -0.8346
Br 5.8198 3.3269 0.9910
C 5.2287 1.6856 0.1384
C 5.8066 1.4961 -1.2632
Br 7.7220 1.2297 -1.1900
H 4.1423 1.7033 0.1060
H 5.5568 0.8602 0.7666
H 5.6220 2.4331 -1.7775
H 5.3304 0.6467 -1.7406
Br -2.3878 -6.2690 -0.4966
C -1.4895 -6.4846 1.2447
C -0.9901 -5.1408 1.7387
Br 0.0113 -5.4649 3.3700
H -0.7124 -7.2246 1.1133
H -2.3079 -6.8347 1.8609
H -1.8349 -4.4889 1.9358
H -0.3531 -4.6640 0.9993
```

## Properties
- frontier orbital gap (eV) = 7.55
- F_max (eV/Å) = 2.659
- total charge = +2
- lowest unoccupied orbital energy (eV) = -5.784
- energy relative to the best compared isomer or geometry (same formula, charge and spin) (kcal per mole) = 0.00

---

Entry 3:
ORCA calculation (ωB97M-V/def2-TZVPD) on a structure of composition C24H32BF4N6O4TeY.

```
73
Properties=species:S:1:pos:R:3
Y -0.1120 0.6776 -0.0768
C -2.3346 2.5399 3.9193
O -0.9663 2.0759 4.0752
C -0.3781 1.6088 3.0125
O -0.9056 1.5045 1.8971
N 0.8957 1.2206 3.2221
N 1.6106 0.7395 2.1194
H -2.6357 2.8600 4.9093
H -2.9606 1.7253 3.5658
H -2.3576 3.3715 3.2204
H 1.3100 1.2933 4.1396
H 1.8530 -0.2395 2.2678
H 2.4651 1.2766 2.0021
O -1.9593 0.7742 -1.1661
N -2.9314 -0.0746 -1.1563
N -2.7287 -0.9716 -0.2838
O -1.6590 -0.9167 0.4769
C -3.6599 -2.0455 -0.1139
C -3.7805 -2.6143 1.1451
C -4.6921 -3.6435 1.3180
C -5.4577 -4.0862 0.2480
C -5.3180 -3.5032 -1.0030
C -4.4094 -2.4729 -1.1996
H -3.1923 -2.2329 1.9676
H -4.8215 -4.0883 2.2956
H -6.1731 -4.8847 0.3906
H -5.9161 -3.8495 -1.8342
H -4.2854 -2.0090 -2.1670
N 0.9558 -5.5500 0.8781
C 1.8399 -4.5216 0.2164
C 2.1025 -3.3908 1.2033
N 0.8906 -2.7991 1.7491
C 0.0415 -3.8098 2.3604
C -0.3184 -4.9402 1.4038
H 1.4614 -5.9821 1.6551
H 0.7416 -6.2978 0.2171
H 1.2996 -4.1679 -0.6598
H 2.7566 -5.0202 -0.0933
H 2.7026 -2.6322 0.7040
H 2.7008 -3.7668 2.0405
H 0.3538 -2.3233 1.0301
H -0.8790 -3.3443 2.7113
H 0.5468 -4.2180 3.2423
H -0.8716 -4.5706 0.5400
H -0.8907 -5.7303 1.8874
Te 1.1790 3.4814 -0.1437
C 0.2619 4.7880 -1.5033
C -0.7365 4.3402 -2.3622
C -1.3157 5.2299 -3.2544
C -0.8981 6.5526 -3.2861
C 0.0962 6.9948 -2.4240
C 0.6782 6.1154 -1.5257
C 2.8678 2.8878 -1.2672
C 2.7490 2.5382 -2.6075
C 3.8762 2.1546 -3.3162
C 5.1134 2.1077 -2.6871
C 5.2284 2.4575 -1.3507
C 4.1065 2.8565 -0.6382
H -1.0735 3.3104 -2.3398
H -2.0936 4.8889 -3.9238
H -1.3509 7.2442 -3.9834
H 0.4165 8.0274 -2.4494
H 1.4504 6.4654 -0.8524
H 1.7883 2.5782 -3.1071
H 3.7849 1.8944 -4.3620
H 5.9916 1.8108 -3.2440
H 6.1954 2.4436 -0.8660
H 4.2145 3.1729 0.3932
F 1.9378 -0.4619 -0.2405
B 1.5565 -1.1130 -1.5173
F 0.9006 -0.0353 -2.1731
F 2.6012 -1.6913 -2.1113
F 0.5406 -2.0096 -1.1345
```

## Properties
- frontier orbital gap (eV) = 8.72
- F_max (eV/Å) = 0.727
- total charge = +2
- lowest unoccupied orbital energy (eV) = -4.675
- energy relative to the best compared isomer or geometry (same formula, charge and spin) (kcal per mole) = 8.25

---

Entry 4:
ORCA calculation (ωB97M-V/def2-TZVPD) on a cluster of 2 separate species, C24H32BFN3O4 in total at a distorted geometry.

```
65
Properties=species:S:1:pos:R:3
C -3.0109 -0.1257 -1.9685
C -1.5953 0.5005 -2.1595
B -0.4914 -0.5842 -2.2388
O -0.6225 -1.6625 -3.0395
N 0.8058 -0.4550 -1.3978
C 1.7839 0.3536 -1.8589
C 2.9718 0.5550 -1.1848
C 3.9945 1.4915 -1.7960
C 5.3211 0.8609 -2.2099
F 3.4022 2.0856 -2.9074
C 3.1347 -0.1005 0.0412
C 4.3408 0.0474 0.9269
O 5.4522 -0.1152 0.5755
O 4.0510 0.3226 2.2196
C 2.1243 -0.9293 0.4991
C 0.9532 -1.1048 -0.2313
C -0.1354 -1.9764 0.3225
C -1.2277 -1.1908 1.0849
C -0.7312 -0.0411 1.9416
N 0.1031 -0.5168 3.0596
C -0.5368 -0.2902 4.3884
C -1.7816 -1.1264 4.4742
C -3.0292 -0.5222 4.5281
C -4.1817 -1.3043 4.5538
C -4.0456 -2.6821 4.5308
C -2.8045 -3.2984 4.4757
C -1.6613 -2.5175 4.4541
O -0.4091 -3.0719 4.3993
H -3.5256 0.3659 -1.1487
H -3.6189 -0.0424 -2.8581
H -2.9249 -1.1670 -1.6667
H -1.6108 1.0435 -3.1070
H -1.3968 1.2074 -1.3570
H -0.2761 -2.4730 -2.6451
H 1.6108 0.8491 -2.8003
H 4.1646 2.3080 -1.0929
H 5.2596 -0.2203 -2.1745
H 6.0861 1.1538 -1.5024
H 5.6309 1.2241 -3.1828
H 3.3104 0.9439 2.2491
H 2.2355 -1.4435 1.4400
H -0.5759 -2.6009 -0.4520
H 0.3468 -2.6672 1.0066
H -1.9551 -0.8253 0.3607
H -1.7529 -1.8984 1.7223
H -1.6152 0.4901 2.2912
H -0.1612 0.6932 1.3672
H 0.9691 0.0068 3.0460
H -0.7804 0.7694 4.4863
H 0.1692 -0.5532 5.1712
H -3.1186 0.5551 4.5218
H -5.1525 -0.8375 4.5754
H -4.9356 -3.2949 4.5347
H -2.6869 -4.3705 4.4409
H 0.0492 -2.7400 3.6189
N 0.4932 2.9041 -4.3400
C -0.4851 3.3627 -3.4961
C -1.6469 3.4574 -4.2139
C -1.3598 3.0377 -5.5420
C -0.0337 2.7027 -5.5883
H 1.4504 2.7462 -4.0849
H -0.2692 3.5850 -2.4642
H -2.5968 3.7938 -3.8330
H -2.0489 2.9912 -6.3680
H 0.5777 2.3412 -6.3971
```

## Properties
- frontier orbital gap (eV) = 6.24
- F_max (eV/Å) = 1.230
- total charge = +1
- lowest unoccupied orbital energy (eV) = -4.572